Entry 1:
C2H4I2S as an isolated structure at a distorted geometry, computed with ωB97M-V/def2-TZVPD.

The geometry in ORCA input format:
```
! wB97M-V def2-TZVPD RIJCOSX def2/J DEFGRID3
* xyz 0 1
C 1.001 -1.701 -0.946
C -0.930 1.326 0.660
S 0.375 -2.386 0.385
I 0.313 2.022 -1.071
I 0.073 1.080 2.519
H 1.548 -2.281 -1.633
H 0.734 -0.619 -1.125
H -1.482 0.484 0.377
H -1.631 2.074 0.833
*
```

Values from the calculation:
HOMO in eV: -8.75

=====

Entry 2:
A 6-piece molecular cluster, C36H33INO21 overall at a distorted geometry, computed with ωB97M-V/def2-TZVPD.

The geometry in ORCA input format:
```
! wB97M-V def2-TZVPD RIJCOSX def2/J DEFGRID3
* xyz 1 1
O -3.528 -1.225 4.928
C -3.039 -0.586 3.756
C -1.864 -1.399 3.239
N -1.233 -0.977 1.921
C 0.248 -0.756 2.195
C 0.305 0.683 2.723
C -0.940 1.397 2.162
C -1.555 0.322 1.296
I -3.486 0.605 0.428
H -2.816 -1.689 5.392
H -3.875 -0.551 3.074
H -2.728 0.410 4.050
H -2.215 -2.413 3.104
H -1.124 -1.446 4.023
H -1.302 -1.755 1.270
H 0.725 -1.522 2.790
H 0.739 -0.826 1.230
H 0.270 0.650 3.802
H 1.233 1.085 2.353
H -0.679 2.264 1.576
H -1.616 1.782 2.912
H -0.927 0.330 0.417
C 4.740 -0.640 -0.923
C 5.373 -0.436 -2.086
C 4.779 0.429 -3.163
O 5.409 0.585 -4.186
C 3.468 1.029 -2.920
C 2.848 0.816 -1.757
C 3.453 -0.028 -0.679
O 2.837 -0.181 0.370
O 1.653 1.336 -1.464
O 6.546 -0.975 -2.368
H 5.152 -1.259 -0.137
H 3.041 1.638 -3.704
H 1.460 1.033 -0.558
H 6.785 -0.669 -3.266
C -5.297 7.166 -0.164
C -5.156 6.415 -1.267
C -4.782 4.960 -1.197
O -4.669 4.337 -2.235
C -4.555 4.374 0.118
C -4.714 5.120 1.213
C -5.105 6.563 1.144
O -5.220 7.167 2.194
O -4.518 4.648 2.441
O -5.318 6.900 -2.490
H -5.548 8.216 -0.204
H -4.240 3.344 0.183
H -4.701 5.396 3.045
H -5.158 6.158 -3.106
C -0.924 5.230 2.744
C -1.340 6.484 2.970
C -1.168 7.149 4.306
O -1.557 8.291 4.429
C -0.547 6.378 5.377
C -0.138 5.124 5.148
C -0.294 4.471 3.806
O 0.106 3.324 3.665
O 0.430 4.371 6.086
O -1.936 7.199 2.031
H -1.048 4.746 1.785
H -0.438 6.857 6.340
H 0.637 3.516 5.663
H -2.159 8.065 2.431
C 2.336 -3.666 0.328
C 2.821 -3.838 -0.907
C 3.405 -5.148 -1.353
O 3.814 -5.230 -2.494
C 3.448 -6.241 -0.394
C 2.961 -6.067 0.843
C 2.359 -4.762 1.280
O 1.913 -4.670 2.410
O 2.975 -7.024 1.759
O 2.805 -2.863 -1.802
H 1.919 -2.725 0.655
H 3.883 -7.175 -0.719
H 2.567 -6.649 2.564
H 3.195 -3.228 -2.622
C 1.521 -7.412 -7.014
C 0.222 -7.238 -7.286
C -0.606 -6.206 -6.575
O -1.775 -6.092 -6.886
C 0.035 -5.398 -5.546
C 1.333 -5.574 -5.273
C 2.167 -6.589 -6.001
O 3.343 -6.676 -5.707
O 1.979 -4.874 -4.344
O -0.425 -7.954 -8.195
H 2.127 -8.149 -7.521
H -0.574 -4.668 -5.031
H 2.903 -5.201 -4.345
H -1.346 -7.628 -8.198
*
```

Values from the calculation:
HOMO in eV: -11.11

=====

no.,LUMO energy (eV)
1,-0.51
2,-3.82